No. 1
The following is a DFT calculation (ωB97M-V/def2-TZVPD) of a cluster of 11 separate species, C37H74N8O19 in total at a distorted geometry.

XYZ file:
```
138
Properties=species:S:1:pos:R:3:forces:R:3
C 3.86187 10.19943 -1.64445 1.82 -0.86 -1.11
N 3.41447 8.89903 -1.03542 -0.55 0.51 -0.58
C 4.36323 7.97830 -0.70186 -3.09 0.45 0.21
C 3.92257 6.82862 -0.11455 1.38 1.21 0.18
C 2.60015 6.59700 0.18167 0.85 -0.32 -0.59
C 1.64402 7.47641 -0.23611 -1.42 1.39 -1.57
C 2.08192 8.66421 -0.87215 1.17 -0.57 1.31
C 2.33483 5.28256 0.71549 -1.49 -0.89 -0.12
C 1.11700 4.99085 1.36450 0.90 1.85 0.06
C 0.91360 3.72380 1.76957 -1.57 -1.47 0.57
N 1.69745 2.73314 1.33926 0.92 -0.25 -0.32
C 2.91072 2.98232 0.70668 -1.89 -1.63 0.81
C 3.23277 4.25127 0.40177 0.91 0.30 0.52
C 1.26554 1.36849 1.67553 0.61 -0.94 1.29
H 3.09926 10.95654 -1.81081 -0.16 -0.25 0.72
H 4.30195 10.01018 -2.66285 -0.64 -0.23 0.84
H 4.75047 10.50540 -1.07165 -0.75 0.41 0.08
H 5.37213 8.19431 -0.81442 1.66 0.44 -0.34
H 4.73747 6.22547 0.20335 0.23 -0.66 0.23
H 0.55755 7.20829 -0.26856 1.00 0.57 0.51
H 1.48185 9.53683 -1.06542 -0.49 -0.27 -0.39
H 0.38199 5.75771 1.65401 0.54 -0.30 -0.29
H 0.05619 3.40981 2.42987 0.97 0.51 -1.03
H 3.57075 2.13875 0.46571 -0.61 0.19 0.20
H 4.26882 4.34130 0.04811 -0.76 0.54 -0.24
H 2.22123 0.89886 2.03771 -1.31 -0.32 -0.59
H 0.71845 0.81872 0.87315 0.99 0.59 0.25
H 0.55796 1.43200 2.53892 0.74 -0.02 -0.66
C -5.58651 -10.35462 9.85461 -1.11 0.56 -0.71
C -6.54991 -9.13979 9.85536 1.69 -0.97 1.53
O -6.66564 -8.36923 10.75778 -0.61 -0.60 -2.14
N -7.37870 -9.03596 8.52862 -0.30 1.77 1.01
H -6.87498 -9.30243 7.68530 0.74 -0.41 0.06
H -8.11359 -9.73887 8.65076 -0.44 0.44 -0.13
C -7.83306 -7.57710 8.27028 0.32 -0.74 0.35
H -5.42316 -10.66483 8.81984 0.13 -0.13 0.18
H -5.98953 -11.21111 10.42050 -0.01 0.49 -0.11
H -4.65528 -10.03392 10.29752 0.17 0.06 0.20
H -8.33880 -7.59747 7.30939 0.07 0.24 0.00
H -6.92288 -6.94349 8.28573 -0.61 -0.61 -0.20
H -8.49637 -7.24568 9.05985 -0.08 -0.17 0.07
C 6.16738 -4.85823 -3.78500 0.83 0.17 1.67
C 5.21083 -4.03421 -2.89242 0.52 1.58 -0.90
O 4.06730 -4.40356 -2.66382 -0.74 -1.30 0.52
N 5.51827 -2.78458 -2.43180 -0.53 -0.59 1.30
H 2.87988 -3.61572 -1.76149 0.70 -0.11 -0.40
H 4.85012 -2.41434 -1.76359 -0.29 -0.37 -0.21
C 6.50138 -1.80327 -2.78313 -0.47 -1.45 -1.27
H 7.26201 -4.70474 -3.49035 -1.55 -0.34 -0.35
H 6.06213 -4.59554 -4.81998 -0.16 0.41 -0.52
H 5.86434 -5.91906 -3.70875 0.30 0.60 0.17
H 6.86933 -2.24213 -3.70600 0.64 1.08 -0.47
H 7.28420 -1.72836 -2.07770 0.93 0.15 0.85
H 5.96566 -0.86406 -2.86900 0.35 0.25 -0.47
C 9.54283 9.72287 3.01587 1.21 2.38 -1.64
C 10.08094 8.41215 3.35705 -2.52 -3.70 -0.32
O 9.35624 7.41832 3.02856 0.79 1.03 0.31
N 11.13100 8.18473 4.12316 -0.81 1.35 -0.55
H 11.61206 9.04276 4.27954 0.92 0.06 0.89
H 8.59247 6.47128 2.19079 0.30 0.01 -0.24
C 11.33351 6.95162 4.85031 0.61 0.17 1.00
H 10.20740 10.58708 3.25270 -0.37 -0.64 -0.14
H 8.61729 9.88251 3.52002 -0.63 -0.12 0.65
H 9.27866 9.78278 1.93007 0.42 -0.23 0.84
H 10.60966 6.19814 4.51970 0.80 0.14 -0.48
H 11.07934 7.07458 5.92742 0.38 0.27 -0.58
H 12.41678 6.74954 4.75596 -0.79 -0.73 0.12
C 9.28601 4.25547 -1.49454 0.90 0.38 1.09
C 8.78107 2.85332 -1.65633 0.32 1.16 1.29
O 7.64240 2.50282 -1.38781 -0.71 -0.06 -0.06
N 9.77779 2.03529 -1.92610 0.24 -2.88 -0.79
H -4.07755 -7.29691 7.17845 -0.19 -0.02 1.01
H 10.65286 2.40528 -2.21362 0.48 0.20 -0.05
C 9.51407 0.59632 -2.15481 1.90 0.37 0.83
H 8.92551 4.88964 -2.25141 -0.48 0.75 -1.27
H 10.40911 4.26769 -1.52916 -1.15 0.29 0.28
H 8.89987 4.71304 -0.56117 0.60 -0.52 -0.38
H 9.73832 -0.03098 -1.28131 -0.59 0.51 0.30
H 10.21882 0.15550 -2.85455 -0.19 0.49 -0.67
H 8.50959 0.54901 -2.45438 -1.24 -0.60 -0.44
C -11.24040 -6.13147 -3.13855 -0.14 -0.18 1.47
C -11.40134 -4.83730 -3.81345 -1.85 0.89 0.88
O -10.48869 -4.35300 -4.45292 1.47 0.81 -1.20
N -12.50864 -4.10588 -3.56685 1.63 -0.57 -0.65
H -13.19606 -4.51525 -3.00888 -1.21 -0.56 0.81
H -3.29520 8.96470 -0.83343 0.90 -0.44 0.17
C -12.61211 -2.72701 -3.92674 0.61 0.64 -2.75
H -12.02274 -6.86751 -3.26431 -0.31 0.03 -0.15
H -11.16147 -5.89780 -2.04251 0.07 -0.44 -0.87
H -10.31904 -6.51018 -3.51773 0.62 -0.65 0.06
H -13.33245 -2.26418 -3.28969 -0.55 0.43 0.10
H -12.85264 -2.60406 -5.06430 0.02 -0.16 2.10
H -11.63711 -2.21917 -3.82705 -0.37 -0.28 0.25
C -4.28672 -6.22037 -5.25467 -2.44 -0.78 -2.53
O -5.67212 -5.76097 -5.56159 0.77 -0.02 0.38
C -5.75377 -4.38757 -5.97565 0.73 -0.68 0.35
C -7.22714 -4.08563 -6.15650 -0.36 -1.06 0.58
N -7.88032 -4.07349 -4.78059 -1.77 0.78 -1.31
H -8.89876 -4.39458 -4.69033 0.26 0.12 -0.99
H -7.43742 -4.76726 -4.27442 1.87 -1.72 1.57
C -7.90112 -2.78633 -4.12309 0.82 3.34 1.27
C -7.41108 -2.61969 -2.62952 0.48 0.00 -2.23
O -5.98874 -2.77919 -2.63606 -0.83 -0.34 -0.10
C -5.20596 -2.41869 -1.47277 -3.18 0.84 -1.04
H -4.02854 -5.97179 -4.27810 0.46 0.26 1.72
H -3.63759 -5.78289 -5.97562 0.73 0.63 -0.43
H -4.27146 -7.30122 -5.50238 -0.15 0.60 0.69
H -5.24721 -4.28786 -6.95377 -0.07 0.31 0.46
H -5.27948 -3.77765 -5.17152 -0.24 0.11 -0.74
H -7.65791 -4.96233 -6.65400 -0.01 0.40 -0.21
H -7.44604 -3.16314 -6.68830 -0.04 -0.06 0.14
H -8.91682 -2.37270 -4.11559 -0.01 -0.56 -0.18
H -7.33443 -2.01366 -4.70932 -0.18 -1.03 0.36
H -7.96895 -3.34842 -2.04025 0.24 0.12 0.62
H -7.71612 -1.56562 -2.45601 0.22 -0.60 0.61
H -5.61407 -1.48021 -1.09351 0.06 0.05 0.35
H -4.29249 -2.20130 -1.91031 2.14 -0.05 -0.17
H -5.28316 -3.18097 -0.73797 0.46 -0.68 0.71
O 6.48119 4.92951 0.57053 0.12 -1.54 -0.96
C 7.25044 5.95278 0.92496 -2.21 2.82 1.06
O 6.80728 7.08282 0.69164 0.88 -0.95 -0.26
O 8.21747 5.65372 1.70272 0.97 -0.46 0.18
H 6.99165 4.09862 0.55896 -0.15 0.01 -0.01
O -3.98086 6.89925 -0.05605 0.45 -0.69 0.23
C -2.69164 7.29521 -0.04282 -2.15 0.59 0.26
O -2.46636 8.49436 -0.58532 -0.16 0.61 -0.37
O -1.87715 6.62993 0.49814 1.44 -0.45 -0.02
H -4.60387 7.51223 -0.43678 -0.27 0.37 -0.29
O -5.56933 -9.63854 6.30506 0.71 -1.71 -0.91
C -4.49338 -8.83057 6.39442 -1.26 -0.14 0.34
O -4.69417 -8.01806 7.43108 0.56 1.12 -0.34
O -3.58000 -8.80250 5.65568 1.00 -0.14 -0.81
H -5.27352 -10.36325 5.68063 -0.79 0.87 0.70
O 1.03420 -1.32141 -0.82742 -2.90 0.03 0.72
C 2.15807 -1.95930 -1.03216 1.63 -0.32 -0.77
O 3.18075 -1.35157 -0.85932 1.07 0.20 0.20
O 2.03839 -3.17480 -1.48915 -1.31 -0.21 0.36
H 0.24946 -1.91794 -0.81053 0.93 0.35 -0.31
```
Positions in Å, forces in eV/Å.

Charge ... +4
Max |F| ... 4.485 eV/A
LUMO ... -8.520 eV
HOMO energy ... -14.344 eV

No. 2
The following is a DFT calculation (ωB97M-V/def2-TZVPD) of a structure of composition C6H9Br15NOPS at a distorted geometry.

XYZ file:
```
34
Properties=species:S:1:pos:R:3:forces:R:3
N 0.22335 -0.40022 2.98169 -8.09 7.62 -2.55
C -0.61894 0.54657 2.66923 3.27 -4.35 3.90
O -1.58670 1.69233 2.72534 4.40 -3.85 -0.47
P -3.13665 1.00749 3.17140 -0.22 -1.32 -0.35
S -4.94406 -0.06776 3.60818 -1.69 -1.06 -0.78
H -3.60402 2.23904 3.75603 0.64 -0.78 -0.52
H -3.40323 0.78809 1.77291 0.32 0.33 0.77
H -2.39376 0.05336 3.99837 -0.71 0.97 -0.52
H -5.34754 -0.65157 2.36853 0.82 1.02 1.44
C 2.56058 0.96927 0.24185 -0.12 -0.14 0.09
Br 4.36085 1.69976 0.34154 -0.39 -0.09 -0.07
Br 1.38012 1.77082 1.56407 1.63 1.19 -1.38
Br 1.82659 1.09582 -1.55521 0.25 -0.02 0.39
H 2.63416 -0.09621 0.48295 -0.04 0.46 -0.08
C 0.66336 -1.54642 -4.99710 -0.17 -0.17 0.21
Br 2.31074 -2.20897 -4.20231 -0.43 0.21 -0.25
Br 0.72946 0.37319 -5.30522 0.04 -0.40 0.03
Br 0.19532 -2.52327 -6.61293 0.17 0.31 0.41
H -0.13658 -1.72650 -4.27152 0.34 0.11 -0.29
C -1.84675 2.25219 -2.93564 0.16 0.12 -0.16
Br -1.90929 0.47788 -2.14038 -0.05 0.37 -0.10
Br -3.35456 2.56617 -4.12398 0.37 -0.11 0.34
Br -1.68586 3.64467 -1.58683 -0.08 -0.44 -0.31
H -0.94124 2.29554 -3.54962 -0.38 -0.07 0.28
C 6.72959 0.37175 3.32647 -0.06 0.13 -0.17
Br 6.46657 1.40664 4.95262 0.07 -0.31 -0.40
Br 8.57096 -0.22716 3.13970 -0.47 0.12 0.09
Br 5.47109 -1.10599 3.19746 0.33 0.37 0.08
H 6.52410 1.04121 2.48480 0.06 -0.31 0.38
C -3.17041 -3.07308 -1.19422 -0.08 0.07 -0.27
Br -3.43343 -2.03819 0.43193 0.10 -0.32 -0.29
Br -1.32904 -3.67199 -1.38099 -0.44 0.19 0.07
Br -4.42891 -4.55082 -1.32323 0.37 0.39 0.09
H -3.37590 -2.40362 -2.03589 0.08 -0.28 0.37
```
Positions in Å, forces in eV/Å.

Max |F| ... 11.405 eV/A
LUMO ... -0.562 eV
HOMO energy ... -9.583 eV

No. 3
The following is a DFT calculation (ωB97M-V/def2-TZVPD) of a cluster of 2 separate species, C2H9OS in total at a distorted geometry.

XYZ file:
```
13
Properties=species:S:1:pos:R:3:forces:R:3
O -1.70227 0.75444 1.30182 0.54 0.27 -0.18
H -1.54457 1.65372 1.65448 0.01 -0.50 -0.05
H -2.66159 0.68183 1.24090 -0.29 -0.20 0.12
H -0.62680 -0.65452 0.57436 -0.89 -0.29 -0.01
C -0.33434 0.62525 -1.56908 0.24 -0.57 -0.54
S 0.34516 -0.69515 -0.40556 -0.22 1.89 0.77
C 1.66593 -0.29098 0.74287 0.44 -0.57 -0.21
H -1.22442 0.99899 -1.06324 0.03 -0.14 0.48
H 0.41892 1.36862 -1.81343 0.45 -0.08 0.23
H -0.63605 0.10012 -2.47980 0.06 -0.21 -0.09
H 1.09653 0.05236 1.61925 -0.15 0.37 0.06
H 2.44689 0.34417 0.33970 -0.08 0.23 -0.30
H 2.14242 -1.20995 1.13902 -0.12 -0.20 -0.28
```
Positions in Å, forces in eV/Å.

Charge ... +2
Relative energy (zero: lowest compared OMol25 entry of this formula, charge and spin) ... 0.460 eV
Max |F| ... 2.051 eV/A
Spin multiplicity ... 2
LUMO (alpha / beta) ... -10.152 / -16.077 eV
HOMO energy (alpha / beta) ... -21.173 / -21.120 eV

Number 1: E -90362.8984 eV. Number 2: E -1080660.4996 eV. Number 3: E -15078.9174 eV.